Entry from the Open Molecules 2025 dataset: a 12-piece molecular cluster, H24O12 overall (the ωB97M-V functional and the def2-TZVPD basis).

HOMO level ... -11.141 eV
SMILES ... O.O.O.O.O.O.O.O.O.O.O.O
E_LUMO ... -0.508 eV
Gap between HOMO and LUMO ... 10.633 eV

```
36
Properties=species:S:1:pos:R:3:forces:R:3
O 2.85505 0.66329 1.70318 -3.05 3.49 -1.30
H 2.07048 1.15924 1.16170 2.53 -2.43 1.23
H 3.09799 1.53135 2.09117 0.71 -0.91 0.37
O 2.71812 0.34210 -0.93132 1.05 -2.69 -2.10
H 3.57803 -0.15161 -0.69028 -2.08 1.26 -0.21
H 2.43687 -0.16529 -1.78689 0.56 1.24 2.09
O 0.90508 3.84863 0.54568 -0.75 0.78 1.14
H 0.73731 4.56853 -0.15667 0.14 -1.18 2.59
H 0.64898 4.04511 1.54143 0.61 0.33 -3.65
O -1.45250 -2.96306 -2.60547 -4.97 1.91 -2.44
H -2.27972 -2.48364 -2.19574 2.41 -1.25 0.00
H -1.99022 -2.95335 -3.52900 2.52 -0.61 2.45
O 1.06876 -2.84656 3.71366 -3.07 -2.46 3.06
H 1.52705 -2.15598 4.08253 1.96 2.47 0.09
H 1.12782 -3.09275 2.84546 1.21 -0.12 -2.63
O 1.03538 -0.77989 -3.23948 5.22 1.01 0.70
H 0.33385 -1.30428 -3.38517 -4.14 -2.49 -0.61
H 0.83507 0.12527 -3.16131 -1.12 1.53 0.10
O -2.68747 0.68642 2.46614 0.26 0.98 -0.10
H -1.91044 1.04586 2.02419 0.05 0.24 0.19
H -2.60488 -0.21823 2.20772 -0.26 -1.27 -0.13
O -0.05629 -0.83853 0.77336 2.12 1.22 -2.41
H -0.46876 -1.24106 -0.01960 0.35 0.32 0.57
H 0.78445 -0.39139 0.30732 -2.20 -1.47 1.58
O -3.08556 -1.65763 0.07316 -2.97 3.55 -1.40
H -2.30817 -2.09813 0.07487 3.81 -2.87 0.52
H -2.81662 -0.87388 -0.47796 -0.88 -0.69 0.91
O -2.04465 4.54839 -0.11974 -3.89 3.65 3.77
H -2.07041 4.35542 0.86302 -0.41 0.76 -1.52
H -1.47462 3.92737 -0.34803 4.28 -4.40 -2.25
O -0.70155 1.44429 -2.04577 1.40 -1.43 -6.48
H -1.39184 1.82325 -2.59441 -0.09 0.11 0.18
H -0.87025 1.60377 -1.20731 -1.32 1.30 6.28
O 1.88671 -3.20699 0.80825 -0.08 -0.71 -1.93
H 1.45084 -3.35160 -0.06840 0.99 -0.01 0.74
H 1.11610 -2.94446 1.27973 -0.91 0.87 0.61
```
Positions in Å, forces in eV/Å.

Want to see where the charge sits? The Mulliken charges in e are: number 1, O, carries -0.5888; number 2, H, carries 0.2536; number 3, H, carries 0.3056; number 4, O, carries -0.6010; number 5, H, carries 0.3330; number 6, H, carries 0.3164; number 7, O, carries -0.6485; number 8, H, carries 0.3241; number 9, H, carries 0.3307; number 10, O, carries -0.6156; number 11, H, carries 0.2719; number 12, H, carries 0.3607; number 13, O, carries -0.5917; number 14, H, carries 0.2971; number 15, H, carries 0.2233; number 16, O, carries -0.6260; number 17, H, carries 0.2824; number 18, H, carries 0.2855; number 19, O, carries -0.6212; number 20, H, carries 0.2938; number 21, H, carries 0.3366; number 22, O, carries -0.4324; number 23, H, carries 0.1437; number 24, H, carries 0.2851; number 25, O, carries -0.5959; number 26, H, carries 0.3069; number 27, H, carries 0.3206; number 28, O, carries -0.5710; number 29, H, carries 0.3328; number 30, H, carries 0.2415; number 31, O, carries -0.4924; number 32, H, carries 0.2807; number 33, H, carries 0.2308; number 34, O, carries -0.5978; number 35, H, carries 0.3327; number 36, H, carries 0.2928


Entry from the Open Molecules 2025 dataset: a 12-piece molecular cluster, H24O12 overall (the ωB97M-V functional and the def2-TZVPD basis).

HOMO level ... -8.159 eV
SMILES ... O.O.O.O.O.O.O.O.O.O.O.O
E_LUMO ... -0.404 eV
Gap between HOMO and LUMO ... 7.755 eV

```
36
Properties=species:S:1:pos:R:3:forces:R:3
H 0.77545 -0.31431 -0.34521 -0.61 0.27 0.04
H -0.28098 -0.50354 0.73098 0.18 -0.72 0.53
H 1.09245 3.99482 0.63682 0.02 0.04 -0.11
H 2.31382 3.09984 0.50535 -0.06 0.13 0.08
H 0.66605 1.45185 -1.55912 -0.24 0.50 -0.19
H -0.34902 1.59579 -0.43709 0.18 0.21 -0.62
H -2.75071 -0.87076 1.86528 0.19 -0.18 -0.24
H -4.03800 -0.91207 1.05830 0.02 -0.34 -0.34
H 4.03112 3.04419 -0.78823 0.13 0.06 -0.15
H 4.17831 2.05568 0.35686 0.29 -0.22 0.00
H -4.44871 0.84863 0.27111 0.28 0.25 0.19
H -4.31347 2.27426 -0.23814 -0.16 0.02 -0.17
H 3.20862 -1.99440 1.85922 -0.04 0.53 0.18
H 2.30599 -0.93692 1.24519 0.67 -0.22 0.44
H -3.57816 -0.50269 -1.36283 -0.27 0.00 -0.06
H -4.99520 0.02165 -1.19821 0.13 -0.13 -0.68
H 2.62795 -2.15279 -2.02372 0.66 -0.52 -0.54
H 3.23424 -3.32795 -1.27442 0.38 -0.17 -1.11
H -2.04849 -0.52809 3.41240 0.19 0.17 0.46
H -0.81565 -0.15665 2.60483 0.11 0.12 0.25
H -1.01572 -1.42501 -2.58816 -0.08 -0.38 -0.41
H -1.33953 -0.69629 -1.29427 0.35 -0.33 -0.55
H 2.73295 -2.58945 0.06888 -0.35 0.70 0.28
H 1.99610 -1.39287 -0.51016 -0.07 -0.38 0.11
O -0.16973 -0.21806 -0.18287 2.08 -1.37 9.03
O 1.55600 3.42909 0.00908 0.07 -0.15 0.16
O -0.26289 1.30132 -1.35079 -0.17 4.91 -3.46
O -3.17650 -0.48127 1.09328 -0.18 0.13 0.32
O 4.69478 2.58899 -0.25782 -0.35 0.08 0.11
O -4.74628 1.43545 -0.43323 -0.08 1.27 0.81
O 2.90381 -1.08883 1.98581 -0.20 0.57 2.47
O -4.50059 -0.77842 -1.40854 -0.02 -1.19 -0.21
O 3.46948 -2.49866 -1.70562 3.33 -5.37 -9.11
O -1.16145 -0.83593 3.19473 -0.25 -0.05 -0.24
O -0.66802 -1.25168 -1.70609 -1.82 -2.84 -4.40
O 2.87200 -1.68492 -0.23357 -4.30 4.58 7.11
```
Positions in Å, forces in eV/Å.

Want to see where the charge sits? The Mulliken charges in e are: number 1, H, carries 0.0099; number 2, H, carries 0.1507; number 3, H, carries 0.2946; number 4, H, carries 0.2764; number 5, H, carries 0.2243; number 6, H, carries 0.3301; number 7, H, carries 0.2257; number 8, H, carries 0.3922; number 9, H, carries 0.3358; number 10, H, carries 0.3054; number 11, H, carries 0.3718; number 12, H, carries 0.3163; number 13, H, carries 0.2671; number 14, H, carries 0.4149; number 15, H, carries 0.3169; number 16, H, carries 0.4008; number 17, H, carries 0.3385; number 18, H, carries 0.3197; number 19, H, carries 0.2991; number 20, H, carries 0.3444; number 21, H, carries 0.2721; number 22, H, carries 0.3109; number 23, H, carries 0.3022; number 24, H, carries 0.4801; number 25, O, carries -0.3273; number 26, O, carries -0.5931; number 27, O, carries -0.6109; number 28, O, carries -0.6082; number 29, O, carries -0.6172; number 30, O, carries -0.6892; number 31, O, carries -0.6126; number 32, O, carries -0.7054; number 33, O, carries -0.5870; number 34, O, carries -0.6603; number 35, O, carries -0.5390; number 36, O, carries -0.7496


Entry from the Open Molecules 2025 dataset: a 12-piece molecular cluster, H24O12 overall (the ωB97M-V functional and the def2-TZVPD basis).

HOMO level ... -10.545 eV
SMILES ... O.O.O.O.O.O.O.O.O.O.O.O
E_LUMO ... -0.184 eV
Gap between HOMO and LUMO ... 10.361 eV

```
36
Properties=species:S:1:pos:R:3:forces:R:3
O 10.95272 4.05045 -6.30196 -0.08 1.01 -1.16
H 11.31591 3.41334 -5.69905 0.19 -0.76 0.52
H 10.14394 3.71298 -6.70592 0.49 0.21 0.41
O 11.78339 1.15005 -8.23022 -1.67 -0.96 0.37
H 12.70374 1.08763 -8.21163 2.58 -0.54 0.79
H 11.67596 1.82624 -8.85653 -0.62 1.74 -1.23
O 11.53352 2.81802 -3.85915 1.88 -0.22 -0.06
H 11.29458 1.90657 -3.76826 -0.03 -0.94 0.09
H 10.68263 3.21078 -3.84449 -1.58 1.04 0.21
O 8.22201 -1.86227 -5.03601 0.19 -0.37 0.92
H 8.50585 -1.89689 -5.93397 0.18 -0.07 -1.13
H 7.89314 -0.97057 -4.86130 -0.19 0.14 0.09
O 9.69731 0.28777 -10.16566 -0.98 -0.11 0.03
H 9.44836 0.70000 -9.34163 -0.65 -0.02 0.59
H 10.48459 0.77566 -10.32916 1.27 0.21 -0.76
O 10.70781 -1.99504 -8.89482 0.39 -0.53 0.42
H 10.15541 -1.32042 -9.29715 0.18 0.31 -0.16
H 11.25551 -1.56150 -8.22308 -0.46 -0.06 -0.30
O 8.37550 3.29574 -6.35201 -0.57 -0.14 -0.10
H 7.43130 3.14394 -6.32337 -0.49 0.14 -0.35
H 8.74546 2.40863 -6.43227 0.35 -0.73 -0.12
O 7.41279 0.44852 -3.94721 1.75 -1.45 0.32
H 6.66111 0.95338 -4.11660 -1.89 1.35 -0.35
H 8.16784 1.04429 -3.94904 0.05 0.41 0.22
O 8.83539 3.06515 -3.76098 0.51 -0.86 1.22
H 8.59940 3.05989 -4.68212 -0.08 0.61 -1.11
H 8.23514 3.65247 -3.32289 -0.42 0.52 0.38
O 11.02412 -1.67869 -5.86691 0.25 -0.10 1.77
H 10.49196 -1.74063 -5.03304 -0.08 -0.11 -1.02
H 11.89884 -1.94209 -5.52404 -0.26 0.18 -0.58
O 13.66078 1.00718 -5.90786 0.89 0.07 -2.74
H 14.52881 1.15545 -5.56873 0.85 0.20 0.39
H 13.11714 0.86483 -5.18585 -1.72 -0.25 2.23
O 10.11955 1.04579 -6.15097 -1.78 -0.07 1.71
H 10.70052 1.19857 -6.85397 1.81 1.22 -2.11
H 10.35194 0.12528 -6.04352 -0.27 -1.09 0.58
```
Positions in Å, forces in eV/Å.

Want to see where the charge sits? The Mulliken charges in e are: number 1, O, carries -0.6290; number 2, H, carries 0.4094; number 3, H, carries 0.3081; number 4, O, carries -0.4922; number 5, H, carries 0.1607; number 6, H, carries 0.2377; number 7, O, carries -0.6840; number 8, H, carries 0.2988; number 9, H, carries 0.3992; number 10, O, carries -0.6743; number 11, H, carries 0.3269; number 12, H, carries 0.4125; number 13, O, carries -0.6757; number 14, H, carries 0.3176; number 15, H, carries 0.3085; number 16, O, carries -0.6593; number 17, H, carries 0.4134; number 18, H, carries 0.2519; number 19, O, carries -0.7533; number 20, H, carries 0.3228; number 21, H, carries 0.3784; number 22, O, carries -0.7038; number 23, H, carries 0.2874; number 24, H, carries 0.3646; number 25, O, carries -0.7274; number 26, H, carries 0.4054; number 27, H, carries 0.2982; number 28, O, carries -0.5748; number 29, H, carries 0.3266; number 30, H, carries 0.2624; number 31, O, carries -0.5374; number 32, H, carries 0.2737; number 33, H, carries 0.2499; number 34, O, carries -0.2543; number 35, H, carries 0.2200; number 36, H, carries 0.1313